# 1
Here is a 13-piece molecular cluster, C82H182N8O13 overall from the OMol25 dataset. Energies are from the ωB97M-V functional and the def2-TZVPD basis.

As for the gap between HOMO and LUMO: 7.88 eV. The calculation puts the molar mass at 1488.4 g/mol. For the relative energy (zero: lowest compared OMol25 entry of this formula, charge and spin), the calculation gives 114.6 kcal per mole. The total energy is -126503.606 eV.

Geometry as ORCA input:
```
! RIJCOSX wB97M-V def2-TZVPD def2/J DEFGRID3
* xyz 0 1
C -3.05 4.56 6.50
H -3.91 -4.64 -3.19
H -3.42 1.10 -4.62
H 5.33 -4.84 1.76
H -1.07 0.66 1.00
H -0.17 -0.34 2.08
C 1.05 4.90 5.85
H 6.29 -6.33 5.36
C 6.02 -5.62 4.58
H 2.38 5.85 0.91
H -2.54 3.67 6.14
H 0.04 4.89 6.28
C 0.68 1.54 2.15
H -5.38 2.03 3.63
H -4.99 5.71 -1.97
C 2.25 3.23 -0.77
H 6.52 -3.05 -0.39
H 2.30 7.67 2.63
H 0.31 8.14 0.16
H 0.49 -5.73 -5.80
H 7.37 -1.57 -1.02
O 5.96 -2.37 -2.18
H -1.00 -8.19 -3.21
H -0.62 4.00 -5.74
C -3.70 2.91 -1.45
H 4.53 -5.07 -3.86
H 7.16 -4.11 2.21
C 2.06 4.28 6.86
H 3.25 -1.87 3.13
H 2.18 7.55 -3.94
H 1.33 3.56 -1.25
H 3.40 -8.06 -4.88
C -0.63 -1.95 -7.25
H -5.10 2.78 7.69
C -2.16 -2.44 -9.08
C 0.85 -6.76 -5.71
H 6.54 -0.97 4.01
H 2.80 1.81 -3.52
H -5.14 1.56 -0.80
H 1.74 3.26 1.93
H -3.92 -1.26 -3.95
C -5.15 4.13 3.93
C 2.89 0.77 5.83
H -0.15 -1.34 -8.01
C -2.68 1.69 -1.71
O 0.56 -4.92 -3.38
H 3.46 0.94 1.49
H 0.40 5.11 -4.00
H 6.28 -4.01 5.94
C -5.34 3.25 6.74
H 7.97 -2.83 3.13
C -2.53 -3.66 -7.04
C 5.38 -1.22 -0.17
C -5.39 2.18 5.70
H 0.65 4.33 -6.88
H -1.02 -1.98 8.00
H -4.02 -2.32 -5.24
C 2.51 -4.55 3.31
H 1.46 1.09 2.76
H -4.37 1.79 5.68
H 4.02 2.60 0.88
O 4.31 4.08 -3.75
H 3.95 -5.36 5.27
C 0.71 -0.15 0.17
H -3.32 -3.88 3.75
H -2.22 1.42 -0.75
H 2.46 -4.24 -1.71
C 4.28 -5.07 1.93
C -2.85 4.11 -0.86
H -3.03 -6.22 -1.26
H 2.50 0.70 -4.82
H -6.92 5.17 3.02
O 2.21 0.32 -1.58
H 3.15 -7.66 -1.77
H -6.75 3.26 0.06
C -3.62 3.92 3.45
C 3.02 5.91 -6.21
C -0.05 0.45 1.33
H -6.75 2.24 -2.31
C -2.82 -0.63 -5.72
C 0.50 -2.83 6.27
H 1.83 -6.75 -6.20
H -3.10 3.01 3.76
C 6.42 -2.09 -0.90
C 1.70 0.30 8.09
H -4.75 -4.42 2.84
C 0.89 7.23 -0.02
C -2.15 -2.26 -7.58
C -4.01 -6.10 -1.72
H -1.83 -0.47 7.34
H 0.10 -1.46 -1.43
C -0.32 -1.48 6.07
N -3.02 -1.22 -7.05
C -3.98 -3.65 2.91
C 2.07 2.08 0.24
H -7.10 3.52 -4.56
C -3.35 -3.21 1.66
C 6.01 -3.07 3.89
H -1.32 -6.59 -3.39
H 0.19 2.98 0.86
C 3.06 1.61 -4.56
H -6.04 5.86 7.53
H -5.66 4.48 -0.48
H 2.59 0.39 8.71
C 2.95 -8.38 -3.94
H -1.05 -1.46 -0.08
C -5.78 2.78 4.31
H -4.83 5.13 8.48
H -3.53 4.92 -0.59
H 1.23 1.28 8.18
C 4.00 -4.56 3.32
H 4.31 -6.16 1.84
H -0.93 0.59 -6.05
H 1.91 -5.45 3.20
C 1.19 2.83 -5.49
N 1.22 -6.09 -3.32
H -3.16 -2.72 -9.41
C 1.71 6.65 1.18
N -5.21 5.07 5.12
H 2.26 -3.58 7.38
C -4.19 -4.66 -2.13
H 2.99 -1.75 5.75
H 4.52 3.37 -6.55
H 3.07 -4.16 -4.42
H 0.42 6.25 -5.32
H 4.08 -6.56 4.07
C 6.50 -4.21 4.89
C 1.68 -1.29 0.59
H 3.00 3.70 -7.46
H -1.53 -2.44 4.44
H -2.53 -2.37 -4.34
H -3.19 2.87 -4.26
H 4.13 1.39 -4.61
H 1.86 0.79 -2.34
H 1.37 -9.09 -4.81
H 3.69 0.95 6.55
H 0.65 -3.25 5.28
H 1.28 -2.04 1.26
H -5.87 2.28 -4.50
H 2.59 1.75 5.46
H 2.39 6.25 -2.69
N 4.52 -3.17 3.62
H 0.31 -4.63 -2.50
H -5.73 6.78 4.98
C 2.64 -5.93 -3.06
H -2.67 -2.36 1.61
H -3.60 -3.87 -7.17
H -4.10 -6.73 -2.60
H -4.84 -2.39 0.99
C 4.46 -5.58 4.34
H 3.46 0.29 5.03
H -4.55 2.66 0.54
H 0.17 6.53 -0.44
C 6.28 -1.75 4.72
H 2.84 2.79 -1.58
C 2.78 2.97 -5.28
O -3.28 3.63 -3.68
H 3.73 -4.53 1.16
H -4.17 -0.49 -8.17
H -5.45 5.60 2.20
C -5.49 3.82 -3.10
H 5.29 -1.72 -2.42
C 2.62 -1.54 6.75
H -3.43 3.69 2.41
H -6.15 4.05 1.97
H -3.39 -4.03 -1.74
H 2.19 4.78 4.36
H -5.97 1.37 6.12
C -0.39 -1.54 -5.79
N 3.02 4.15 -4.47
O 3.99 -2.26 2.66
H -4.46 -2.72 3.22
H 2.30 -4.19 4.32
C -4.83 2.56 -0.51
H 4.03 1.18 -0.10
C -6.58 3.29 -2.05
H 6.47 -6.03 3.68
C -1.36 -1.43 7.13
H 5.36 -1.49 5.25
H 2.70 4.13 -0.33
H -1.04 -0.20 -1.16
O -5.44 -4.07 -1.79
H 0.14 1.24 5.00
H 2.27 -1.74 -0.21
C -1.27 -0.28 -5.49
H -1.98 -4.45 -7.56
H 0.87 2.30 -6.39
H 3.73 6.78 -3.76
C 2.65 6.60 -3.69
H 2.46 5.54 -7.07
C 7.01 -3.19 2.77
C -5.98 3.46 -0.68
H -0.02 -2.84 -7.37
H 1.98 -3.87 2.65
H 4.05 5.57 -6.30
H 7.10 -1.87 5.43
H 0.67 2.44 -4.61
H 3.99 4.08 -2.84
H -0.14 1.87 2.79
O 1.34 4.38 4.56
H 1.46 7.43 -0.93
H 1.89 4.76 7.82
H -2.20 -2.03 6.78
H -0.64 -2.42 -5.20
O -4.25 -3.07 0.66
H 4.46 -1.81 -0.11
H -4.77 -6.30 -0.96
H -2.04 4.48 -1.49
O -4.23 -1.22 -7.55
C -3.51 0.68 -5.62
H 7.59 -4.30 4.87
H -4.56 0.44 -5.72
H -2.60 5.31 5.85
C -3.29 -1.69 -4.73
H 6.65 -2.45 2.05
H 1.31 5.95 5.75
H -1.53 -7.60 -4.75
C 0.87 5.33 -4.95
C 0.46 4.12 -5.83
C 1.69 -2.67 7.21
H -3.00 4.82 3.54
H -3.13 0.81 -2.17
H -0.34 -1.51 3.82
H -4.95 5.86 -3.79
C -5.94 4.79 2.74
C 1.92 -0.15 6.68
H -5.40 -3.86 -0.86
C 2.49 5.51 -4.82
C 0.72 -7.13 -4.21
H -6.41 3.40 6.93
C -0.35 -0.86 -0.64
H -1.89 -0.86 4.60
N -4.22 3.10 -2.80
H 2.40 -0.86 1.29
H -6.84 2.61 4.12
H -1.43 -3.08 -9.59
H -1.14 -0.01 -4.44
H 1.02 -9.00 -3.14
H 3.45 -1.54 7.46
H -3.29 1.41 -6.39
H -6.42 5.87 -3.02
C -6.03 3.36 -4.47
O -0.09 0.91 5.87
H 3.07 4.57 6.56
H -2.71 -4.03 1.36
H -2.69 4.79 7.50
H -2.26 3.83 0.00
H 5.70 -0.70 0.74
C 3.46 -5.12 -4.06
C 3.47 1.68 0.69
C -4.59 4.62 6.39
H -4.57 6.59 7.42
N 1.40 0.89 -0.52
H 1.02 -0.41 8.56
H -0.29 -3.51 6.61
O 2.41 7.79 1.68
H -5.55 3.85 -5.32
C 3.49 3.06 -6.72
C -4.99 5.59 7.50
H -2.33 -3.78 -5.97
C 3.27 -7.37 -2.81
H -1.80 1.94 -2.30
H 2.24 -5.82 -1.10
H 0.13 -7.31 -6.31
O -4.92 6.31 4.79
H 0.66 -1.54 -5.50
H 3.52 2.10 -7.23
C -5.43 5.41 -2.93
H 1.01 6.34 1.96
H -2.13 -1.49 -9.61
H 5.12 -0.43 -0.86
C -0.84 -7.40 -3.94
C 1.47 -8.43 -3.96
H 3.54 -5.77 -4.93
C -1.02 -1.51 4.67
H 1.29 -2.59 8.22
C 1.14 2.64 1.27
H 4.32 -7.10 -2.93
H -7.52 3.83 -1.90
H 3.87 -5.26 -1.27
H 3.29 -9.39 -3.72
N 0.66 -0.37 5.97
H 1.93 3.20 6.96
H 3.13 6.99 -6.15
C 2.90 -5.24 -1.75
*
```

***

# 2
Here is C27H44BIrN2P2S5 as an isolated structure from the OMol25 dataset. Energies are from the ωB97M-V functional and the def2-TZVPD basis.

As for the gap between HOMO and LUMO (alpha / beta): 5.65 / 5.16 eV. The calculation puts the molar mass at 822.0 g/mol. For the relative energy (zero: lowest compared OMol25 entry of this formula, charge and spin), the calculation gives 15.9 kcal per mole. Its expectation value of S² is 0.8207. The total energy is -107961.267 eV.

Geometry as ORCA input:
```
! RIJCOSX wB97M-V def2-TZVPD def2/J DEFGRID3
* xyz 1 2
H 0.06 3.58 -5.75
C -2.17 1.82 -3.88
C -3.38 -2.12 2.28
H 2.65 -0.64 -2.43
H -1.64 2.96 0.98
C 0.62 2.09 -4.32
S 0.79 -5.48 2.30
H -3.01 -1.26 -1.90
H 3.65 3.76 0.20
H 4.30 -2.71 0.21
H 1.88 3.08 -1.71
H -3.79 -1.26 2.81
C -3.89 1.36 1.21
P 2.15 0.32 -0.26
H -4.00 -2.99 2.55
H 4.53 0.55 1.84
H -4.03 -3.94 0.38
C 1.83 2.27 1.67
C 2.18 0.30 -2.13
H -2.37 -2.31 2.66
C 2.29 2.12 0.21
H -3.93 2.40 1.55
S 1.76 -6.41 4.94
H -2.29 -3.80 0.47
C -4.80 -1.51 0.30
C 4.91 -0.28 -0.72
H 3.29 -0.61 2.33
H 3.14 -2.36 -1.06
H 4.40 2.28 0.79
C -3.18 -3.31 0.11
C 0.13 1.19 -3.39
S 0.75 -1.22 2.54
C -1.65 2.03 0.39
H 0.41 2.56 -0.91
S 1.50 -3.51 4.35
C 3.41 -2.13 -0.03
H 1.29 3.95 -0.29
H -3.23 1.72 -3.72
H -4.45 0.76 1.92
C -3.40 -1.94 0.76
C -2.63 -0.32 -1.49
H 1.87 3.33 1.94
H -2.36 0.20 3.24
H 4.11 2.51 -0.95
H 5.27 0.73 -0.58
H 4.90 -1.17 1.90
H -3.44 0.41 -1.53
C -1.89 0.95 2.61
H -4.88 -1.47 -0.79
H -3.13 -3.26 -0.98
B -0.18 -0.35 -1.70
N -1.44 0.10 -2.17
C 4.12 -0.45 1.65
H -2.36 3.35 -5.37
S 0.07 -3.36 0.32
Ir 0.19 -1.15 0.17
H 0.81 1.92 1.81
C -1.26 1.05 -3.18
H -0.81 0.80 2.65
C 0.95 -2.87 2.84
H -4.38 1.31 0.24
C 3.72 -0.64 0.18
C 1.41 2.96 -0.74
C -2.41 0.96 1.17
H -2.10 1.93 3.04
C -1.67 2.73 -4.81
H -5.14 -0.56 0.70
H 4.70 -0.43 -1.78
N 0.79 0.33 -2.51
H 1.68 2.19 -4.50
H 2.62 -2.47 0.63
H -0.62 1.72 0.25
H 5.73 -0.96 -0.47
C 0.62 -3.81 1.86
H 2.76 1.11 -2.56
H 2.48 1.72 2.36
C 3.71 2.68 0.05
C 1.37 -5.21 3.94
C -0.30 2.86 -5.02
H -2.08 2.25 -0.58
H -5.50 -2.27 0.64
P -2.08 -0.67 0.26
*
```

***

# 3
Here is a 9-piece molecular cluster, C6H29NO8 overall from the OMol25 dataset. Energies are from the ωB97M-V functional and the def2-TZVPD basis.

As for the gap between HOMO and LUMO (alpha / beta): 10.55 / 6.81 eV. The calculation puts the molar mass at 243.3 g/mol. For the relative energy (zero: lowest compared OMol25 entry of this formula, charge and spin), the calculation gives 0.1 kcal per mole. Its expectation value of S² is 0.7545. The total energy is -24554.438 eV.

Geometry as ORCA input:
```
! RIJCOSX wB97M-V def2-TZVPD def2/J DEFGRID3
* xyz 1 2
H 0.66 -0.58 -1.95
C 1.05 0.43 -1.74
O 1.74 -0.41 3.38
H -0.96 2.99 -2.24
H 1.38 1.71 -3.34
C 0.01 2.63 -1.92
H 0.03 2.77 0.30
C 0.50 1.47 -2.76
H -3.57 -2.80 -0.99
H 0.17 -0.99 0.52
O -2.42 -0.76 -0.10
H -0.39 0.48 1.33
H 3.17 1.11 -1.79
H -2.88 -2.29 -3.66
H 2.83 -0.16 -0.71
H -2.48 -3.82 -0.71
C 0.40 0.04 0.74
H -3.38 -1.21 -2.53
H -1.64 -0.83 -0.65
O -1.02 -0.93 3.30
N 0.56 0.85 -0.45
H -2.47 -2.93 2.35
H 1.31 0.15 1.35
O 2.96 2.63 1.15
H 0.89 -0.71 3.05
O 3.75 0.08 1.40
O -3.08 -3.22 -0.27
H -2.52 -1.32 0.68
H 1.73 -0.12 4.29
H 2.20 2.37 0.65
H 2.83 -0.52 -2.49
C -0.25 2.06 -0.47
H -3.72 -2.77 1.66
H 3.37 3.35 0.66
C 2.57 0.19 -1.72
O -3.27 -2.12 -2.80
H -1.49 -1.40 2.60
H -0.31 0.98 -3.30
H -1.30 1.83 -0.63
H 3.86 1.04 1.48
H 0.67 3.50 -1.98
H -1.61 -0.30 3.73
O -3.20 -2.29 2.33
H 3.33 -0.19 2.23
*
```

***

# 4
Here is C23H49InN2S as an isolated structure from the OMol25 dataset. Energies are from the ωB97M-V functional and the def2-TZVPD basis.

As for the gap between HOMO and LUMO: 5.06 eV. The calculation puts the molar mass at 500.5 g/mol. The total energy is -43629.623 eV.

Geometry as ORCA input:
```
! RIJCOSX wB97M-V def2-TZVPD def2/J DEFGRID3
* xyz 0 1
H -0.72 3.61 -5.30
H 0.32 6.31 -4.24
C 0.61 0.46 2.81
H -1.85 -2.55 2.30
H -1.45 4.96 -2.39
C -1.75 6.13 -4.84
H -4.26 -2.89 3.69
H -0.10 -1.36 3.78
H -1.03 3.42 -0.58
C -3.97 -6.94 0.52
H -0.44 1.78 -4.21
C 4.35 -3.94 1.16
C -3.96 -2.08 2.97
H -2.09 6.28 -3.82
H -1.83 -0.17 1.81
H 3.50 -4.20 1.84
H -1.64 1.04 -0.73
H 4.32 -2.32 -0.31
C -0.48 -0.31 3.64
H -2.41 5.40 -5.32
N -0.06 3.65 -3.28
C -2.39 -1.93 3.08
H 6.31 -4.52 4.02
H 1.99 4.10 -2.97
H -2.70 3.26 -1.07
C -1.41 3.91 -2.65
H 4.49 -4.14 3.84
H 2.04 -2.54 0.59
H -4.52 -1.16 3.28
H 0.67 1.65 -1.36
H 0.37 1.55 2.64
C 5.69 -4.27 1.92
C 2.45 -0.41 1.10
H -3.58 -2.47 0.77
H 6.48 -3.55 1.53
C -1.46 1.61 -1.65
C -0.28 5.69 -4.91
C -4.42 -2.59 1.52
C 2.75 -1.95 1.23
H -2.18 1.24 -2.39
N -4.45 -5.95 0.00
In -5.25 -4.71 1.58
H 0.99 3.97 -5.08
H 5.74 -2.83 3.57
H 0.10 0.31 -2.33
H -5.30 -1.93 1.25
H -2.17 3.69 -3.41
H 1.25 2.03 -3.74
C 0.89 -0.22 1.40
H -0.59 0.09 4.69
C -0.01 4.20 -4.71
C -0.05 1.38 -2.14
S -3.67 -8.42 1.22
H 0.43 0.42 0.59
H 1.58 0.37 3.39
H -4.73 -5.43 3.13
H -1.87 7.08 -5.35
H -7.05 -4.70 1.38
H 0.85 5.35 -2.39
H 3.08 0.12 1.87
C -1.88 -0.44 2.90
C 5.53 -3.93 3.46
H 6.01 -5.32 1.72
H 4.23 -4.56 0.23
H 0.06 5.93 -5.92
C 0.22 2.15 -3.42
H 1.05 3.84 -1.48
H -2.61 0.27 3.39
C 4.21 -2.38 0.82
C 1.04 4.28 -2.47
H 2.68 0.02 0.09
H 0.42 -1.25 1.44
C -1.67 3.09 -1.40
H -2.03 -2.28 4.09
H 2.61 -2.25 2.30
H 5.03 -1.77 1.29
*
```

***

Question: Number 4 is which compound?
Answer: C23H49InN2S

***

Question: Look up the total energy of the fourth one.
Answer: -43629.623 eV